1.
Density functional theory data (wB97M-V/def2-TZVPD) for a cluster of 7 separate species, C35H52BrN4O18 in total at a distorted geometry.

As for the HOMO-LUMO gap: 0.306 Eh. For the HOMO energy, the calculation gives -11.59 eV. As for the total charge: +1.

Element x y z (Å)
C 3.870 -1.479 1.707
C 4.639 -0.840 0.473
C 4.091 0.640 0.228
Br 5.530 1.846 -0.359
N 3.039 0.524 -0.798
C 1.807 0.848 -0.563
N 1.200 1.337 0.620
C -0.294 1.040 0.588
C -0.278 0.035 -0.611
C -1.583 -0.547 -1.188
C -2.514 -1.362 -0.408
C -3.675 -1.875 -1.107
N -3.995 -1.701 -2.413
C -3.125 -0.922 -3.096
C -1.905 -0.313 -2.595
N 0.682 0.729 -1.490
H 2.994 -2.042 1.283
H 3.447 -0.703 2.402
H 4.487 -2.207 2.279
H 5.748 -0.862 0.574
H 4.369 -1.473 -0.418
H 3.655 1.008 1.182
H 3.254 0.159 -1.732
H 1.604 0.926 1.472
H -0.749 2.052 0.474
H -0.481 0.624 1.611
H 0.287 -0.849 -0.193
H -2.290 -1.564 0.663
H -4.363 -2.522 -0.509
H -3.345 -0.763 -4.181
H -1.253 0.287 -3.272
H 0.372 1.658 -1.792
C -2.832 4.649 4.668
C -1.644 3.728 4.804
C -0.491 4.081 3.909
O 0.148 2.811 3.731
C -0.818 1.866 3.871
O -0.674 0.710 3.595
O -1.962 2.401 4.358
H -3.676 4.270 5.243
H -2.593 5.654 5.019
H -3.164 4.710 3.629
H -1.335 3.664 5.852
H 0.190 4.800 4.362
H -0.800 4.452 2.928
C 3.882 1.824 -6.057
C 4.312 0.394 -5.828
C 3.227 -0.617 -6.066
O 3.626 -1.691 -5.210
C 4.332 -1.139 -4.193
O 4.650 -1.719 -3.196
O 4.628 0.161 -4.447
H 4.670 2.512 -5.746
H 3.656 2.001 -7.109
H 2.999 2.068 -5.461
H 5.207 0.172 -6.418
H 3.176 -0.943 -7.104
H 2.237 -0.274 -5.751
C -6.280 4.253 10.549
C -6.233 4.003 9.060
C -4.859 3.693 8.533
O -4.952 4.136 7.177
C -5.885 5.129 7.153
O -6.071 5.849 6.224
O -6.566 5.188 8.326
H -7.272 4.595 10.846
H -6.039 3.347 11.106
H -5.578 5.039 10.837
H -6.954 3.225 8.787
H -4.621 2.631 8.580
H -4.065 4.259 9.029
C 1.927 -4.621 -2.872
C 3.116 -5.546 -2.745
C 4.235 -5.237 -3.700
O 4.861 -6.511 -3.850
C 3.897 -7.450 -3.634
O 4.022 -8.609 -3.866
O 2.770 -6.881 -3.120
H 1.104 -4.971 -2.247
H 2.189 -3.604 -2.573
H 1.554 -4.601 -3.899
H 3.466 -5.567 -1.708
H 4.935 -4.504 -3.302
H 3.888 -4.904 -4.682
C 6.587 -10.105 -5.350
C 7.351 -9.783 -6.612
C 6.477 -9.421 -7.780
O 7.289 -9.798 -8.892
C 8.100 -10.806 -8.463
O 8.767 -11.483 -9.176
O 8.040 -10.935 -7.108
H 7.265 -10.480 -4.581
H 6.074 -9.224 -4.966
H 5.850 -10.891 -5.527
H 8.097 -9.006 -6.412
H 6.240 -8.358 -7.815
H 5.547 -9.996 -7.821
C -7.543 7.534 4.342
C -8.411 8.452 3.514
C -9.881 8.337 3.809
O -10.468 8.736 2.570
C -9.570 8.430 1.593
O -9.808 8.450 0.428
O -8.363 8.095 2.128
H -6.509 7.572 3.994
H -7.568 7.813 5.396
H -7.866 6.496 4.247
H -8.062 9.486 3.607
H -10.199 8.993 4.619
H -10.201 7.315 4.030



2.
Density functional theory data (wB97M-V/def2-TZVPD) for an isolated molecule of C10H13N3 at a distorted geometry.

As for the HOMO-LUMO gap: 0.302 Eh. For the HOMO energy, the calculation gives -7.52 eV. The calculation puts the energy relative to the best compared isomer or geometry (same formula, charge and spin) at 0.000 eV.

Element x y z (Å)
C 0.794 1.582 1.473
C 0.732 2.087 0.001
C 0.542 0.878 -0.909
C 1.683 -1.308 -0.329
C -0.557 -1.201 0.002
C -1.732 -1.851 0.315
C -2.973 -1.296 0.221
C -3.104 -0.046 -0.403
C -1.939 0.588 -0.867
C -0.691 0.075 -0.603
H -0.285 1.225 1.833
H 1.411 0.562 1.677
H 1.234 2.284 2.232
H -0.117 2.734 -0.174
H 1.724 2.626 -0.164
H 0.487 1.205 -1.936
H 2.622 0.387 -1.230
H 3.720 -1.328 -0.157
H 2.884 -2.796 0.305
H -1.732 -2.767 0.860
H -3.863 -1.796 0.606
H -4.025 0.424 -0.462
H -2.054 1.562 -1.371
N 1.720 0.011 -0.812
N 2.893 -1.973 -0.259
N 0.626 -1.867 0.153



3.
Density functional theory data (wB97M-V/def2-TZVPD) for an isolated molecule of C4HIN2 at a distorted geometry.

As for the HOMO-LUMO gap (spin up / spin down): 0.279 / 0.252 Eh. For the HOMO energy (spin up / spin down), the calculation gives -7.48 / -9.06 eV. The calculation puts the energy relative to the best compared isomer or geometry (same formula, charge and spin) at 0.123 eV. The spin multiplicity is 3.

Element x y z (Å)
C 0.404 0.039 0.020
C 1.731 -0.044 0.005
C -0.821 -0.039 0.057
C 2.932 0.050 0.142
N -3.061 -0.387 -0.111
N -2.127 0.420 0.064
I 4.958 -0.013 -0.035
H -4.016 -0.025 -0.143



4.
Density functional theory data (wB97M-V/def2-TZVPD) for a cluster of 3 separate species, CH10IN7O in total at a distorted geometry.

As for the HOMO-LUMO gap (spin up / spin down): 0.324 / 0.324 Eh. For the HOMO energy (spin up / spin down), the calculation gives -8.60 / -8.60 eV. The calculation puts the energy relative to the best compared isomer or geometry (same formula, charge and spin) at 0.000 eV.

Element x y z (Å)
C 2.470 0.173 1.791
N 2.637 -0.255 0.418
N 2.636 0.829 -0.470
N 1.390 1.459 -0.636
N 0.340 0.804 -1.044
N -0.768 1.322 -1.111
N -2.678 -2.852 0.135
N -2.981 -0.505 -0.697
O -2.708 -3.462 -0.913
I -3.937 0.953 0.352
H 3.232 0.919 2.007
H 1.482 0.604 1.998
H 2.617 -0.686 2.438
H 1.937 -0.959 0.170
H 2.972 0.492 -1.370
H 1.326 2.435 -0.327
H -2.048 -0.153 -0.916
H -0.820 2.319 -0.830
H -3.635 -2.789 0.586
H -3.463 -0.648 -1.578